Record 1
The following is a quantum chemistry calculation of a molecular structure, C65H64Cl5N7P2PbSTe, from the OMol25 dataset.

Last column: Mulliken charge in e.
Atoms and positions in Å:
Pb1 -1.022 -0.575 0.191  1.181
C1 5.880 -2.792 -1.598  -0.670
C2 4.619 -2.375 -2.018  -0.837
C3 3.667 -1.958 -1.105  -0.128
C4 3.929 -1.943 0.278  -0.643
C5 5.210 -2.372 0.686  -0.077
C6 6.163 -2.780 -0.236  -0.973
N1 2.984 -1.403 1.127  0.937
C7 2.723 -1.856 2.328  0.535
C8 3.196 -3.131 2.844  -0.752
C9 2.973 -3.515 4.127  -0.783
C10 2.265 -2.678 5.038  -0.842
C11 1.732 -1.509 4.585  -0.666
C12 1.868 -1.093 3.231  -0.155
N2 1.216 -0.017 2.707  0.978
N3 0.628 0.785 3.493  -0.719
C13 -0.044 1.825 2.828  -0.451
C14 -0.639 2.797 3.647  -0.489
C15 -1.295 3.862 3.065  -0.670
C16 -1.308 3.979 1.678  -0.796
C17 -0.684 2.984 0.948  -0.476
N4 -0.083 1.929 1.493  1.693
H1 6.623 -3.124 -2.313  0.357
H2 4.381 -2.376 -3.076  0.448
H3 2.688 -1.629 -1.436  0.733
H4 5.449 -2.358 1.741  0.578
H5 7.144 -3.091 0.111  0.335
H6 3.717 -3.784 2.157  0.559
H7 3.332 -4.482 4.466  0.359
H8 2.123 -2.989 6.068  0.343
H9 1.150 -0.878 5.232  0.461
H10 -0.586 2.668 4.721  0.507
H11 -1.803 4.594 3.682  0.403
H12 -1.806 4.801 1.178  0.446
H13 -0.668 3.021 -0.137  -0.036
N5 -2.465 -1.131 1.856  0.166
P1 -3.175 -2.175 2.712  0.517
C18 -4.976 -2.491 2.406  0.419
C19 -5.734 -1.527 1.751  -0.261
C20 -7.068 -1.764 1.437  -0.779
C21 -7.665 -2.965 1.791  -0.407
C22 -6.930 -3.923 2.481  -0.887
C23 -5.592 -3.691 2.776  -0.511
C24 -2.563 -3.901 2.608  0.333
C25 -2.775 -4.547 1.383  -0.216
C26 -2.184 -5.772 1.119  -0.738
C27 -1.347 -6.355 2.065  -0.431
C28 -1.121 -5.716 3.274  -0.718
C29 -1.726 -4.492 3.545  -0.308
C30 -3.232 -1.776 4.513  -0.017
C31 -2.313 -0.828 4.946  -0.261
C32 -2.347 -0.345 6.249  -0.308
C33 -3.308 -0.809 7.137  -0.623
C34 -4.244 -1.742 6.711  -0.750
C35 -4.214 -2.214 5.404  -0.334
H14 -5.262 -0.592 1.470  -0.021
H15 -7.633 -1.013 0.896  0.420
H16 -8.697 -3.165 1.523  0.367
H17 -7.391 -4.861 2.774  0.377
H18 -5.014 -4.453 3.286  0.507
H19 -3.398 -4.068 0.635  0.307
H20 -2.351 -6.257 0.163  0.381
H21 -0.853 -7.294 1.844  0.351
H22 -0.461 -6.166 4.008  0.373
H23 -1.545 -3.999 4.495  0.400
H24 -1.583 -0.461 4.236  0.235
H25 -1.628 0.404 6.565  0.434
H26 -3.340 -0.434 8.155  0.355
H27 -5.007 -2.098 7.395  0.402
H28 -4.969 -2.920 5.081  0.301
N6 -0.627 0.499 -2.569  0.483
C36 -1.139 0.441 -3.606  -0.952
N7 -1.688 0.321 -4.808  0.383
C37 -0.821 0.045 -5.953  -0.840
C38 -0.557 1.323 -6.741  -0.186
C39 -1.888 1.949 -7.168  -0.920
C40 -2.751 2.233 -5.934  -0.176
C41 -2.969 0.958 -5.125  -0.783
H29 -1.324 -0.690 -6.588  0.323
H30 0.103 -0.402 -5.590  0.484
H31 0.071 1.104 -7.609  0.398
H32 -0.014 2.025 -6.100  -0.048
H33 -2.417 1.251 -7.829  0.371
H34 -1.712 2.869 -7.730  0.386
H35 -3.722 2.646 -6.221  0.373
H36 -2.253 2.970 -5.300  0.038
H37 -3.561 0.240 -5.700  0.282
H38 -3.497 1.166 -4.196  0.448
Te1 -3.499 0.964 -0.055  -0.361
C42 -3.648 2.614 -1.390  0.106
C43 -4.773 3.382 -1.571  -0.374
C44 -4.583 4.522 -2.410  -0.639
C45 -3.310 4.623 -2.880  -0.853
S1 -2.351 3.321 -2.288  0.271
H39 -5.716 3.126 -1.101  0.359
H40 -5.364 5.240 -2.637  0.359
H41 -2.878 5.379 -3.523  0.443
Cl1 -3.804 -1.901 -2.668  -0.145
C46 -2.288 -2.767 -2.558  0.683
C47 -1.558 -2.705 -1.373  -1.768
C48 -0.512 -3.618 -1.317  1.046
Cl2 0.317 -3.803 0.202  0.056
C49 -0.097 -4.417 -2.387  -0.341
Cl3 1.266 -5.479 -2.252  -0.191
C50 -0.788 -4.341 -3.591  0.365
Cl4 -0.263 -5.261 -4.964  -0.250
C51 -1.921 -3.535 -3.667  -0.266
Cl5 -2.836 -3.499 -5.148  -0.209
C52 2.457 5.634 -0.932  -1.921
C53 3.213 4.569 -0.130  1.890
C54 2.766 4.682 1.337  -1.659
C55 4.716 4.829 -0.212  -1.688
P2 2.595 2.846 -0.672  1.110
C56 3.927 1.869 0.140  0.898
C57 3.570 1.408 1.408  -0.335
C58 4.491 0.773 2.233  -0.489
C59 5.783 0.557 1.783  -0.890
C60 6.138 0.953 0.498  -0.683
C61 5.224 1.608 -0.312  -0.007
C62 2.864 2.672 -2.537  2.403
C63 2.860 1.152 -2.762  -1.660
C64 1.590 3.240 -3.185  -1.648
C65 4.082 3.302 -3.213  -1.926
H42 2.631 6.622 -0.488  0.519
H43 1.380 5.440 -0.922  0.288
H44 2.794 5.672 -1.971  0.305
H45 3.007 5.681 1.724  0.543
H46 3.266 3.943 1.965  0.283
H47 1.687 4.525 1.429  0.302
H48 4.934 5.819 0.209  0.541
H49 5.073 4.817 -1.245  0.240
H50 5.278 4.090 0.356  0.275
H51 2.544 1.530 1.734  -0.239
H52 4.186 0.435 3.216  0.447
H53 6.505 0.054 2.415  0.252
H54 7.138 0.753 0.128  0.433
H55 5.542 1.918 -1.298  -0.198
H56 1.988 0.697 -2.286  -0.071
H57 3.750 0.673 -2.351  0.223
H58 2.814 0.929 -3.837  0.580
H59 0.703 2.749 -2.781  0.042
H60 1.616 3.063 -4.269  0.434
H61 1.490 4.318 -3.026  0.244
H62 5.025 2.971 -2.784  0.197
H63 4.048 4.394 -3.165  0.340
H64 4.083 3.019 -4.274  0.505

Calculated values
- HOMO: -1.716 eV
- Energy: -6741.33594 a.u.
- Total charge: -2
- Energy above the lowest of the compared OMol25 structures with the same formula, charge and spin: 0.0 kcal per mole

---

Record 2
The following is a quantum chemistry calculation of a molecular structure, C65H75AsAuGeOP in a non-equilibrium geometry, from the OMol25 dataset.

Last column: Mulliken spin population.
Atoms and positions in Å:
Au1 -0.322 -0.401 0.148  0.032
C1 4.585 -0.212 3.731  0.013
C2 3.400 0.583 3.156  -0.020
C3 3.758 2.058 3.007  0.005
C4 2.970 -0.079 1.884  0.052
C5 2.005 -1.066 1.910  -0.012
C6 1.704 -1.851 0.804  0.136
C7 1.058 -3.184 1.100  0.003
C8 2.024 -4.339 0.804  0.014
C9 -0.301 -3.447 0.476  -0.003
C10 2.303 -1.493 -0.476  0.203
C11 3.382 -0.567 -0.481  -0.060
C12 3.664 0.126 0.671  0.171
C13 4.303 -0.369 -1.669  0.007
C14 4.581 1.109 -1.975  -0.002
C15 5.637 -1.079 -1.394  -0.003
C16 1.974 -2.242 -1.721  0.026
C17 2.956 -3.133 -2.162  0.025
C18 2.752 -3.950 -3.260  0.002
C19 1.554 -3.878 -3.955  0.013
C20 0.588 -2.973 -3.552  -0.008
C21 0.776 -2.138 -2.449  -0.005
P1 -0.462 -0.849 -2.082  0.206
C22 -2.233 -1.460 -2.378  -0.010
C23 -2.389 -2.868 -1.801  0.013
C24 -2.695 -1.476 -3.844  0.004
C25 -3.180 -0.539 -1.592  0.050
C26 -0.025 0.581 -3.200  0.008
C27 0.258 0.135 -4.642  0.006
C28 1.258 1.183 -2.641  -0.009
C29 -1.122 1.643 -3.169  0.033
H1 4.858 0.192 4.701  0.002
H2 5.452 -0.139 3.079  0.000
H3 4.340 -1.264 3.855  -0.002
H4 2.563 0.496 3.862  0.005
H5 4.642 2.203 2.387  -0.002
H6 3.985 2.474 3.986  0.001
H7 2.931 2.637 2.592  0.000
H8 1.552 -1.314 2.861  0.002
H9 0.917 -3.177 2.187  0.016
H10 2.049 -4.576 -0.256  -0.001
H11 1.675 -5.222 1.332  0.002
H12 3.035 -4.129 1.143  -0.004
H13 -0.224 -3.592 -0.598  -0.003
H14 -0.713 -4.358 0.905  0.001
H15 -0.997 -2.635 0.686  0.016
H16 4.477 0.836 0.659  0.002
H17 3.857 -0.838 -2.551  0.002
H18 5.385 1.492 -1.347  0.001
H19 3.711 1.744 -1.824  0.000
H20 4.907 1.221 -3.007  0.000
H21 6.138 -0.628 -0.539  0.000
H22 6.292 -0.981 -2.256  0.000
H23 5.517 -2.139 -1.183  0.001
H24 3.881 -3.213 -1.609  0.002
H25 3.522 -4.642 -3.564  0.000
H26 1.381 -4.504 -4.817  0.000
H27 -0.322 -2.907 -4.123  0.001
H28 -1.690 -3.584 -2.222  -0.001
H29 -3.395 -3.215 -2.040  0.000
H30 -2.290 -2.869 -0.718  -0.004
H31 -2.198 -2.228 -4.450  -0.001
H32 -2.604 -0.518 -4.342  0.000
H33 -3.755 -1.734 -3.841  0.001
H34 -2.909 -0.475 -0.536  -0.020
H35 -4.179 -0.971 -1.648  0.003
H36 -3.236 0.467 -1.996  0.002
H37 1.132 -0.512 -4.699  0.000
H38 0.469 1.026 -5.234  0.001
H39 -0.577 -0.374 -5.112  0.000
H40 2.059 0.450 -2.617  0.001
H41 1.121 1.568 -1.624  0.029
H42 1.582 2.004 -3.281  -0.001
H43 -2.050 1.317 -3.621  0.002
H44 -0.774 2.499 -3.747  0.000
H45 -1.333 1.984 -2.152  -0.006
C30 4.578 5.544 -0.933  0.001
C31 3.403 6.119 -1.382  0.000
C32 2.180 5.588 -1.010  -0.002
C33 2.134 4.487 -0.149  -0.005
C34 3.324 3.912 0.292  0.011
C35 4.541 4.438 -0.095  0.005
Ge1 0.462 3.915 0.562  0.001
C36 -1.072 4.646 -0.278  -0.001
C37 -2.173 4.965 0.528  -0.001
C38 -3.307 5.515 -0.040  0.000
C39 -3.369 5.703 -1.412  0.000
C40 -2.300 5.353 -2.225  0.000
C41 -1.160 4.814 -1.663  0.001
C42 0.456 3.976 2.488  -0.003
C43 0.207 2.960 3.401  0.002
C44 0.270 3.241 4.757  0.000
C45 0.593 4.519 5.191  0.000
C46 0.848 5.527 4.276  0.000
C47 0.792 5.263 2.916  -0.001
H46 5.527 5.970 -1.223  0.000
H47 3.438 6.991 -2.019  0.000
H48 1.272 6.065 -1.353  0.000
H49 3.299 3.062 0.967  0.006
H50 5.462 4.001 0.260  0.000
H51 -2.116 4.829 1.601  0.000
H52 -4.144 5.800 0.582  0.000
H53 -4.258 6.132 -1.853  0.000
H54 -2.363 5.508 -3.292  0.000
H55 -0.319 4.559 -2.293  0.000
H56 -0.050 1.956 3.062  0.002
H57 0.064 2.467 5.481  0.000
H58 0.650 4.732 6.248  0.000
H59 1.096 6.521 4.613  0.000
H60 0.993 6.064 2.213  0.000
O1 -1.003 -0.371 2.101  0.058
As1 -1.775 -0.678 3.558  -0.015
C48 -0.538 -1.172 4.919  0.001
C49 -0.311 -0.366 6.026  -0.001
C50 0.586 -0.777 7.002  0.000
C51 1.244 -1.990 6.872  0.000
C52 1.010 -2.801 5.770  0.000
C53 0.119 -2.395 4.792  0.000
C54 -3.010 -2.106 3.313  0.003
C55 -3.879 -2.018 2.228  -0.001
C56 -4.858 -2.981 2.058  0.000
C57 -4.976 -4.018 2.974  0.000
C58 -4.117 -4.097 4.056  0.000
C59 -3.132 -3.135 4.237  -0.001
C60 -2.781 0.868 4.035  0.007
C61 -2.978 1.866 3.086  -0.006
C62 -3.848 2.908 3.369  0.001
C63 -4.512 2.948 4.585  0.000
C64 -4.315 1.947 5.527  0.000
C65 -3.458 0.894 5.250  0.000
H61 -0.844 0.571 6.140  0.000
H62 0.759 -0.159 7.869  0.000
H63 1.927 -2.315 7.642  0.000
H64 1.509 -3.755 5.687  0.000
H65 -0.085 -3.040 3.940  0.000
H66 -3.794 -1.198 1.520  -0.002
H67 -5.538 -2.919 1.221  0.000
H68 -5.751 -4.760 2.848  0.000
H69 -4.214 -4.904 4.767  0.000
H70 -2.480 -3.195 5.100  0.000
H71 -2.459 1.820 2.135  0.001
H72 -4.025 3.681 2.632  0.000
H73 -5.201 3.752 4.796  0.000
H74 -4.844 1.978 6.468  0.000
H75 -3.329 0.101 5.978  0.000

Calculated values
- HOMO (spin up / spin down): -15.699 / -15.704 eV
- Energy: -7385.93832 a.u.
- Expectation value of S²: 0.767
- Total charge: +3
- Energy above the lowest of the compared OMol25 structures with the same formula, charge and spin: 20.5 kcal per mole
- 2S+1: 2

---

Record 3
The following is a quantum chemistry calculation of 10 unconnected molecules or ions with the total composition C65H78IN9O4 in a non-equilibrium geometry, from the OMol25 dataset.

Last column: Mulliken charge in e.
Atoms and positions in Å:
C1 -0.538 0.757 -4.340  -0.926
O1 -0.671 0.020 -3.149  -0.413
C2 0.467 -0.729 -2.808  -1.652
C3 1.785 0.053 -2.734  0.305
C4 2.703 -0.521 -1.650  -1.412
C5 2.631 0.249 -0.318  1.927
C6 3.842 1.155 -0.136  -1.385
C7 3.817 2.403 -1.014  -1.139
C8 2.646 3.342 -0.668  1.476
C9 3.137 4.749 -0.364  -1.604
C10 2.060 5.710 0.165  -0.396
C11 0.662 5.538 -0.454  -1.057
C12 -0.376 5.102 0.587  -0.643
C13 -1.413 4.140 0.004  -0.941
C14 -0.983 2.714 0.021  0.512
C15 -0.624 1.894 1.015  0.910
C16 -0.569 2.175 2.469  -0.557
C17 0.710 1.584 3.131  -0.290
C18 0.460 0.269 3.872  -1.249
I1 2.128 -1.073 3.618  -0.099
C19 -0.316 0.572 0.402  0.289
O2 -0.190 -0.520 0.957  -0.629
O3 -0.286 0.725 -0.969  0.271
C20 -0.910 1.945 -1.250  0.032
O4 -1.331 2.224 -2.350  -0.621
H1 -1.496 0.763 -4.846  0.292
H2 -0.263 1.791 -4.146  0.280
H3 0.195 0.322 -5.016  0.362
H4 0.610 -1.585 -3.472  0.810
H5 0.272 -1.130 -1.819  0.503
H6 2.289 -0.062 -3.691  0.741
H7 1.615 1.115 -2.588  -0.038
H8 3.729 -0.594 -1.987  0.199
H9 2.365 -1.533 -1.445  0.533
H10 1.692 0.795 -0.300  -1.674
H11 2.619 -0.467 0.498  0.133
H12 4.738 0.585 -0.367  0.509
H13 3.906 1.490 0.898  0.340
H14 3.805 2.161 -2.073  0.340
H15 4.743 2.941 -0.829  0.620
H16 2.038 2.942 0.139  -0.553
H17 2.016 3.399 -1.553  0.009
H18 3.655 5.189 -1.210  0.354
H19 3.882 4.657 0.424  0.407
H20 2.404 6.718 -0.035  0.077
H21 2.033 5.618 1.246  0.587
H22 0.660 4.849 -1.291  0.523
H23 0.363 6.499 -0.854  0.543
H24 0.110 4.722 1.473  0.363
H25 -0.916 5.988 0.908  0.530
H26 -2.387 4.234 0.478  0.023
H27 -1.544 4.409 -1.038  0.492
H28 -1.439 1.765 2.974  0.567
H29 -0.553 3.237 2.652  -0.096
H30 1.098 2.296 3.849  0.681
H31 1.458 1.438 2.365  -0.274
H32 -0.403 -0.264 3.507  0.538
H33 0.372 0.450 4.932  0.627
C21 -1.695 -6.061 -2.536  0.003
C22 -0.671 -6.775 -3.136  -0.492
C23 0.129 -6.127 -4.065  -0.321
N1 -0.032 -4.854 -4.418  -0.557
C24 -1.022 -4.182 -3.831  -0.682
C25 -1.875 -4.734 -2.889  -0.784
H34 -2.346 -6.527 -1.809  0.335
H35 -0.496 -7.814 -2.891  0.389
H36 0.943 -6.651 -4.557  0.374
H37 -1.130 -3.147 -4.139  1.267
H38 -2.661 -4.138 -2.445  0.458
C26 -2.619 -3.739 -6.885  0.129
C27 -3.760 -3.101 -6.428  -0.333
C28 -4.611 -2.525 -7.360  -0.330
N2 -4.393 -2.548 -8.673  -0.583
C29 -3.291 -3.165 -9.095  -0.217
C30 -2.377 -3.774 -8.248  -0.571
H39 -1.931 -4.203 -6.193  0.440
H40 -3.987 -3.049 -5.372  0.392
H41 -5.516 -2.017 -7.044  0.344
H42 -3.138 -3.168 -10.169  0.351
H43 -1.498 -4.262 -8.647  0.373
C31 -6.933 -6.377 0.326  -0.201
C32 -6.118 -7.494 0.389  -0.540
C33 -5.136 -7.651 -0.577  -0.117
N3 -4.935 -6.783 -1.570  -0.425
C34 -5.729 -5.715 -1.616  -0.231
C35 -6.736 -5.464 -0.698  -0.520
H44 -7.710 -6.218 1.063  0.365
H45 -6.237 -8.234 1.169  0.379
H46 -4.480 -8.514 -0.561  0.516
H47 -5.544 -5.028 -2.436  0.430
H48 -7.349 -4.578 -0.785  0.368
C36 -5.654 2.841 3.866  -0.278
C37 -5.196 4.114 4.161  -0.338
C38 -4.796 4.932 3.115  -0.332
N4 -4.811 4.555 1.840  -0.515
C39 -5.243 3.323 1.573  -0.262
C40 -5.683 2.435 2.542  -0.420
H49 -5.974 2.173 4.655  0.411
H50 -5.145 4.468 5.182  0.495
H51 -4.430 5.936 3.304  0.428
H52 -5.232 3.040 0.526  0.418
H53 -6.026 1.448 2.265  0.404
C41 3.517 11.598 0.977  -0.102
C42 2.591 10.700 1.480  -0.720
C43 2.704 9.366 1.116  0.017
N5 3.652 8.899 0.308  -0.277
C44 4.534 9.776 -0.168  -0.229
C45 4.512 11.129 0.135  -0.517
H54 3.465 12.648 1.237  0.375
H55 1.798 11.022 2.140  0.345
H56 2.001 8.629 1.490  0.337
H57 5.294 9.368 -0.824  0.370
H58 5.256 11.795 -0.279  0.346
C46 4.555 -0.592 8.477  -0.418
C47 4.052 -0.636 7.186  -0.126
C48 4.544 0.269 6.257  0.043
N6 5.473 1.183 6.537  -0.537
C49 5.943 1.212 7.782  -0.256
C50 5.522 0.351 8.784  -0.293
H59 4.198 -1.282 9.231  0.364
H60 3.296 -1.354 6.900  0.302
H61 4.173 0.260 5.236  0.174
H62 6.697 1.966 7.981  0.358
H63 5.942 0.419 9.778  0.365
C51 -4.413 -13.894 -0.586  -0.130
C52 -3.975 -13.305 0.588  -0.546
C53 -4.018 -11.923 0.686  -0.181
N7 -4.456 -11.127 -0.288  -0.298
C54 -4.872 -11.710 -1.411  -0.026
C55 -4.873 -13.082 -1.609  -0.664
H64 -4.396 -14.970 -0.702  0.364
H65 -3.607 -13.901 1.412  0.359
H66 -3.687 -11.421 1.588  0.366
H67 -5.221 -11.037 -2.187  0.387
H68 -5.224 -13.500 -2.542  0.358
C56 -1.325 3.331 7.697  -0.522
C57 -2.144 3.466 6.588  -0.256
C58 -1.791 4.392 5.619  -0.105
N8 -0.708 5.164 5.693  -0.508
C59 0.066 5.023 6.766  -0.372
C60 -0.195 4.125 7.791  -0.293
H69 -1.565 2.618 8.476  0.389
H70 -3.037 2.865 6.472  0.418
H71 -2.401 4.526 4.732  0.469
H72 0.940 5.664 6.802  0.384
H73 0.472 4.052 8.639  0.402
C61 6.362 -1.276 -5.576  -0.436
C62 7.538 -1.980 -5.378  -0.340
C63 8.275 -1.721 -4.232  -0.191
N9 7.919 -0.831 -3.310  -0.558
C64 6.788 -0.161 -3.516  -0.259
C65 5.976 -0.345 -4.626  -0.182
H74 5.756 -1.449 -6.456  0.377
H75 7.877 -2.716 -6.094  0.359
H76 9.201 -2.253 -4.038  0.359
H77 6.524 0.559 -2.749  0.500
H78 5.064 0.226 -4.739  0.377

Calculated values
- HOMO: -8.867 eV
- Structure (SMILES): COCCCCCCCCCCCCC1=C(CCCI)C(=O)OC1=O.c1ccncc1.c1ccncc1.c1ccncc1.c1ccncc1.c1ccncc1.c1ccncc1.c1ccncc1.c1ccncc1.c1ccncc1
- Energy: -3614.98736 a.u.
- Total charge: 0